# 1
{"formula": "C5H33NO11", "method": "wB97M-V/def2-TZVPD", "species": ["C", "C", "C", "C", "C", "N", "H", "H", "H", "H", "H", "H", "H", "H", "H", "H", "H", "H", "H", "O", "H", "H", "O", "H", "H", "O", "H", "H", "O", "H", "H", "O", "H", "H", "O", "H", "H", "O", "H", "H", "O", "H", "H", "O", "H", "H", "O", "H", "H", "O"], "positions_angstrom": [[1.75483, -0.31313, 2.34299], [1.01230, -0.40979, 1.02695], [1.36443, 0.85799, 0.15561], [0.64207, 1.48592, -2.12092], [0.37229, 0.92077, -0.91639], [1.19618, 0.75643, 3.34488], [1.86133, -1.29126, 2.76352], [2.78634, 0.11285, 2.28845], [-0.18842, -0.38494, 1.00536], [1.35598, -1.43266, 0.37982], [1.18061, 1.64768, 0.90629], [2.43193, 0.87148, -0.34096], [-0.17756, 1.61266, -2.74223], [1.51842, 1.93902, -2.51034], [-0.64061, 0.59547, -0.58013], [0.50362, 1.40619, 2.80316], [1.84130, 1.42168, 3.75756], [1.89696, -1.57000, -1.24669], [2.09809, -0.79605, -2.45672], [2.33085, -1.61710, -2.13341], [-2.28728, 0.55321, 3.17855], [-0.97553, 1.06070, 3.08533], [-1.78533, 0.98214, 2.56729], [-0.85472, -1.43500, -3.53729], [-1.26329, -0.40779, -4.47513], [-0.93069, -0.43812, -3.61017], [1.35706, -3.83299, 1.83447], [0.44508, -3.46115, 0.85500], [0.72647, -3.24726, 1.75163], [-2.02431, 2.73038, -0.83775], [-2.54164, 2.69376, 0.56143], [-2.39706, 3.35289, -0.19931], [2.18009, 4.07588, 0.72423], [1.65235, 3.98160, -0.68349], [2.24808, 3.42359, -0.13970], [0.21720, -3.61980, -1.28599], [-1.45829, -3.18863, -0.89544], [-0.52491, -3.46469, -0.64848], [-3.40085, -1.13769, 0.90628], [-3.30258, -0.89603, 2.34498], [-3.72614, -1.57364, 1.73761], [-3.52985, -2.35108, -0.84485], [-3.18997, -3.30801, 0.25083], [-3.15234, -3.10477, -0.62846], [4.18366, 1.67648, -0.09222], [3.80954, 0.18954, -0.67120], [4.55114, 0.89022, -0.48823], [-2.58854, 0.93391, -2.67553], [-3.72468, 1.70204, -1.94639], [-2.85359, 1.40710, -1.86481]], "charge": 0, "lumo_ev": -0.13, "de_lowest_ev": 7.238, "homo_energy_ev": -9.02, "smiles": "C=CCCCN.O.O.O.O.O.O.O.O.O.O.O"}

=====

# 2
{"formula": "C4H5CsO2", "method": "wB97M-V/def2-TZVPD", "species": ["H", "O", "C", "C", "C", "C", "O", "Cs", "H", "H", "H", "H"], "positions_angstrom": [[-0.22765, 3.55215, -0.82441], [1.50857, -1.80476, -2.14815], [1.52884, -0.41482, -2.24003], [1.23632, 0.35708, -1.19195], [0.98464, 1.81610, -1.50960], [-0.01728, 2.48062, -0.62660], [-0.53150, 1.95090, 0.34801], [-0.34843, -0.58804, 1.92520], [0.81800, -2.15795, -2.71445], [1.66359, -0.06737, -3.27966], [0.68698, 2.05672, -2.55238], [1.89584, 2.43266, -1.34775]], "charge": 0, "lumo_ev": -0.60, "de_lowest_ev": 0.000, "homo_energy_ev": -5.93}

=====

# 3
{"formula": "C27H52IN6O4P", "method": "wB97M-V/def2-TZVPD", "species": ["C", "C", "N", "N", "C", "C", "I", "C", "C", "C", "N", "C", "O", "O", "C", "P", "N", "H", "H", "H", "H", "H", "H", "H", "H", "H", "H", "H", "H", "H", "H", "H", "H", "C", "C", "C", "C", "C", "C", "N", "O", "C", "C", "C", "H", "H", "H", "H", "H", "H", "H", "H", "H", "H", "H", "H", "H", "H", "H", "H", "H", "H", "C", "C", "C", "C", "C", "C", "N", "O", "C", "C", "C", "H", "H", "H", "H", "H", "H", "H", "H", "H", "H", "H", "H", "H", "H", "H", "H", "H", "H"], "positions_angstrom": [[3.64664, 5.75114, 1.28465], [4.50327, 4.60026, 2.07869], [3.68594, 3.69096, 2.96959], [2.45292, 4.22772, 3.30572], [2.24638, 5.29171, 4.36304], [3.32087, 6.05700, 5.36517], [3.97727, 8.02125, 4.66049], [4.62528, 5.09236, 5.75818], [4.17639, 3.56099, 6.19221], [0.59567, 5.52924, 4.34674], [-0.00791, 4.59527, 3.30474], [-1.44327, 4.37596, 2.86648], [-2.25326, 3.39177, 3.32543], [-2.06030, 5.27137, 1.83845], [1.13118, 3.78617, 2.66128], [0.92928, 2.41232, 1.30661], [0.66677, 3.04666, -0.19068], [3.36867, 6.66597, 1.97130], [4.31803, 6.20667, 0.40894], [2.63366, 5.37142, 0.81122], [5.11506, 4.00361, 1.24737], [5.31514, 5.15956, 2.73248], [3.61018, 2.76468, 2.49397], [2.73739, 6.19997, 6.39667], [5.43418, 5.04554, 4.91371], [5.12702, 5.59974, 6.69387], [4.63005, 2.84426, 5.35790], [4.64529, 3.26119, 7.24765], [3.00907, 3.43151, 6.32158], [-0.01046, 6.27091, 5.05157], [-0.21537, 1.61112, 1.75943], [2.15317, 1.60479, 1.33043], [-0.26546, 2.72364, -0.54067], [-1.94862, -4.13325, 3.00058], [-1.26328, -2.80881, 2.55022], [-2.08042, -2.10021, 1.43100], [-1.91484, -2.68913, 0.03412], [-0.44335, -2.87714, -0.31408], [0.31237, -3.70373, 0.75622], [0.14432, -3.13601, 2.13575], [0.89946, -1.95245, 2.21155], [-0.18986, -5.17302, 0.69481], [1.81471, -3.82149, 0.34597], [-1.35841, -1.88583, 3.81155], [-1.22211, -4.93203, 3.18743], [-2.48248, -4.02143, 3.95050], [-2.68303, -4.49310, 2.27108], [-1.78054, -1.04420, 1.37633], [-3.14716, -2.09784, 1.68984], [-2.45545, -3.64024, -0.04150], [-2.37860, -2.01893, -0.69994], [-0.36622, -3.36330, -1.29479], [0.02387, -1.88990, -0.43171], [0.30429, -5.79193, 1.45254], [0.03155, -5.61822, -0.28319], [-1.26832, -5.27832, 0.82247], [2.30478, -2.84808, 0.24084], [1.91938, -4.32341, -0.62467], [2.37757, -4.41126, 1.07945], [-0.77417, -2.28990, 4.64921], [-2.39789, -1.79088, 4.14877], [-1.01255, -0.86451, 3.61120], [-3.20945, -3.28811, -6.33343], [-2.69662, -2.93989, -4.90430], [-3.58998, -1.85856, -4.22966], [-3.34023, -0.42767, -4.69411], [-1.85435, -0.09103, -4.66819], [-1.00640, -1.11454, -5.46400], [-1.25575, -2.52664, -5.01963], [-0.65936, -2.69482, -3.75756], [-1.31540, -0.94531, -6.97750], [0.50151, -0.72127, -5.36033], [-2.91843, -4.25940, -4.09092], [-2.38775, -3.43175, -7.04403], [-3.75999, -4.23478, -6.35693], [-3.88638, -2.52418, -6.73244], [-3.42777, -1.88065, -3.14280], [-4.65002, -2.09990, -4.38140], [-3.75372, -0.27891, -5.69884], [-3.88096, 0.26640, -4.03916], [-1.70847, 0.91913, -5.07118], [-1.51691, -0.04830, -3.62364], [-0.75129, -1.66698, -7.57948], [-1.03172, 0.05705, -7.32175], [-2.37230, -1.04828, -7.22815], [0.86329, -0.69043, -4.32741], [0.67665, 0.27948, -5.77609], [1.13019, -1.42182, -5.92301], [-2.29312, -5.07685, -4.47440], [-3.96387, -4.58566, -4.15304], [-2.70512, -4.13454, -3.02239]], "multiplicity": 3, "charge": 0, "lumo_ev": [-1.23, -1.23], "homo_energy_ev": [-7.98, -7.98]}

=====

# 4
{"formula": "C4H8N", "method": "wB97M-V/def2-TZVPD", "species": ["C", "C", "C", "C", "N", "H", "H", "H", "H", "H", "H", "H", "H"], "positions_angstrom": [[1.60393, 0.00957, 0.27594], [0.98756, 1.10869, -0.13661], [0.55774, -1.00167, -0.05041], [-0.41928, 0.09719, -0.65142], [-1.49548, 0.34097, 0.27846], [2.44724, -0.11302, 0.82915], [1.07344, 2.12560, -0.33668], [0.89620, -1.76659, -0.71711], [0.20372, -1.63970, 0.95115], [-0.56860, -0.14342, -1.75080], [-2.25836, -0.31782, 0.08866], [-1.98631, 1.22551, 0.11966], [-1.04181, 0.07469, 1.10004]], "charge": 1, "lumo_ev": -3.74, "de_lowest_ev": 2.173, "homo_energy_ev": -14.54, "smiles": "[NH3+][C@H]1C=CC1"}

=====

Number 3 is which compound?
C27H52IN6O4P

=====

Please write out number 1 again, unchanged.
{"formula": "C5H33NO11", "method": "wB97M-V/def2-TZVPD", "species": ["C", "C", "C", "C", "C", "N", "H", "H", "H", "H", "H", "H", "H", "H", "H", "H", "H", "H", "H", "O", "H", "H", "O", "H", "H", "O", "H", "H", "O", "H", "H", "O", "H", "H", "O", "H", "H", "O", "H", "H", "O", "H", "H", "O", "H", "H", "O", "H", "H", "O"], "positions_angstrom": [[1.75483, -0.31313, 2.34299], [1.01230, -0.40979, 1.02695], [1.36443, 0.85799, 0.15561], [0.64207, 1.48592, -2.12092], [0.37229, 0.92077, -0.91639], [1.19618, 0.75643, 3.34488], [1.86133, -1.29126, 2.76352], [2.78634, 0.11285, 2.28845], [-0.18842, -0.38494, 1.00536], [1.35598, -1.43266, 0.37982], [1.18061, 1.64768, 0.90629], [2.43193, 0.87148, -0.34096], [-0.17756, 1.61266, -2.74223], [1.51842, 1.93902, -2.51034], [-0.64061, 0.59547, -0.58013], [0.50362, 1.40619, 2.80316], [1.84130, 1.42168, 3.75756], [1.89696, -1.57000, -1.24669], [2.09809, -0.79605, -2.45672], [2.33085, -1.61710, -2.13341], [-2.28728, 0.55321, 3.17855], [-0.97553, 1.06070, 3.08533], [-1.78533, 0.98214, 2.56729], [-0.85472, -1.43500, -3.53729], [-1.26329, -0.40779, -4.47513], [-0.93069, -0.43812, -3.61017], [1.35706, -3.83299, 1.83447], [0.44508, -3.46115, 0.85500], [0.72647, -3.24726, 1.75163], [-2.02431, 2.73038, -0.83775], [-2.54164, 2.69376, 0.56143], [-2.39706, 3.35289, -0.19931], [2.18009, 4.07588, 0.72423], [1.65235, 3.98160, -0.68349], [2.24808, 3.42359, -0.13970], [0.21720, -3.61980, -1.28599], [-1.45829, -3.18863, -0.89544], [-0.52491, -3.46469, -0.64848], [-3.40085, -1.13769, 0.90628], [-3.30258, -0.89603, 2.34498], [-3.72614, -1.57364, 1.73761], [-3.52985, -2.35108, -0.84485], [-3.18997, -3.30801, 0.25083], [-3.15234, -3.10477, -0.62846], [4.18366, 1.67648, -0.09222], [3.80954, 0.18954, -0.67120], [4.55114, 0.89022, -0.48823], [-2.58854, 0.93391, -2.67553], [-3.72468, 1.70204, -1.94639], [-2.85359, 1.40710, -1.86481]], "charge": 0, "lumo_ev": -0.13, "de_lowest_ev": 7.238, "homo_energy_ev": -9.02, "smiles": "C=CCCCN.O.O.O.O.O.O.O.O.O.O.O"}